1.
A molecular structure, C35H43N3OPS2Sn, computed with the ωB97M-V functional and the def2-TZVPD basis.

LUMO, eV: -10.30
Energy, hartree: -2950.18342
E_HOMO, eV: -15.75
Net charge: +3
Gap between HOMO and LUMO, eV: 5.5

XYZ file:
```
86
Properties=species:S:1:pos:R:3:forces:R:3:nbo_charge:R:1
H -3.419 1.564 -2.790 0.003 0.000 0.041 0.43
H 1.456 2.210 3.131 0.062 -0.010 -0.074 0.23
H -0.354 -2.665 6.290 -0.031 -0.010 -0.037 0.23
C 4.663 -1.233 3.216 -0.058 0.037 -0.030 0.03
H 7.860 0.581 -2.687 -0.039 0.004 -0.003 0.24
C 5.134 -0.964 -1.426 0.053 0.015 -0.019 -0.20
S 0.562 4.609 -1.355 0.087 -0.030 -0.004 0.39
H -1.537 -1.616 5.494 0.031 -0.032 0.028 0.21
C 1.953 -1.980 -2.051 -0.092 0.087 0.007 -0.01
C 1.929 1.669 2.316 0.027 0.241 0.059 -0.05
C -1.085 -2.935 1.952 -0.048 -0.016 -0.039 -0.21
C 2.668 0.560 2.565 -0.054 -0.284 -0.003 -0.19
H 1.607 -4.796 0.613 -0.032 0.055 -0.044 0.24
C 4.382 0.161 -1.075 -0.071 0.072 -0.089 -0.39
C 3.968 -0.605 4.257 0.078 -0.146 0.091 -0.24
N -0.953 0.628 -4.622 -0.115 0.013 0.051 -0.77
H 6.971 -1.690 -2.255 -0.036 0.035 -0.006 0.24
H -1.318 0.802 -5.544 -0.002 0.013 0.008 0.43
C -1.312 -0.730 2.816 -0.052 0.117 0.028 -0.24
C 1.694 -4.010 -0.130 -0.002 -0.019 0.078 -0.22
H 4.199 2.914 0.113 -0.039 0.007 -0.047 0.22
C -0.084 6.631 0.297 -0.001 -0.036 -0.087 -0.23
C 4.099 2.700 -0.958 0.155 -0.145 0.054 -0.64
C 4.351 -1.012 1.862 0.144 -0.185 0.071 -0.23
H 6.512 2.563 -2.136 -0.002 -0.044 0.029 0.23
H 3.107 -0.756 -3.413 -0.001 0.037 0.012 0.26
H 3.038 2.606 -1.192 -0.031 0.007 -0.005 0.21
H 4.736 -1.960 -1.262 0.005 0.022 -0.011 0.22
C 0.457 6.419 -1.120 -0.027 -0.040 -0.015 -0.53
C 2.237 -1.722 -0.695 -0.010 -0.030 0.126 -0.42
H 2.243 -2.524 1.302 0.018 -0.045 0.038 0.20
C 2.069 -0.912 -3.116 0.088 -0.207 0.055 -0.64
H 1.684 0.053 -2.773 0.009 0.087 -0.007 0.20
H -1.345 5.324 1.495 -0.027 -0.029 0.001 0.44
C 0.047 -2.349 4.178 -0.039 -0.043 -0.097 -0.26
C 2.968 0.267 3.945 -0.003 0.173 -0.065 -0.02
C 1.468 -4.284 -1.469 -0.032 -0.009 -0.005 -0.16
H -3.287 1.650 -4.506 0.000 -0.022 -0.014 0.43
H -0.794 7.453 0.331 -0.062 0.012 -0.002 0.26
C 6.882 0.457 -2.239 0.013 0.047 -0.037 -0.13
C 4.871 1.453 -1.327 -0.053 0.095 -0.001 0.01
C 1.581 -3.271 -2.411 -0.022 0.026 -0.054 -0.19
H 5.449 -1.939 3.461 0.012 0.056 -0.026 0.26
H -1.086 0.021 3.568 -0.037 -0.029 -0.049 0.22
H 2.448 0.818 4.722 -0.006 -0.045 -0.056 0.25
C -0.759 -2.003 2.936 0.172 -0.057 -0.020 0.11
H 0.695 -1.491 4.391 0.056 0.048 -0.043 0.19
H -3.541 -0.399 -0.815 -0.001 0.004 -0.054 0.20
H -2.298 -3.429 0.255 0.058 0.059 -0.002 0.24
O -1.196 0.541 -2.380 0.096 -0.037 0.160 -0.91
C -2.008 -2.645 0.947 0.044 -0.197 0.075 -0.20
H 0.713 6.839 1.008 0.054 -0.053 0.063 0.23
N -2.873 1.414 -3.619 0.096 -0.051 0.003 -0.77
H -0.068 0.158 -4.545 0.022 -0.003 0.050 0.43
H 4.911 -1.543 1.102 -0.009 -0.024 0.035 0.26
N -0.754 5.375 0.675 0.013 0.274 0.051 -0.51
C -1.668 0.851 -3.519 -0.121 0.158 -0.212 0.83
H 1.521 -3.593 3.135 0.014 -0.004 -0.005 0.19
H 4.232 -0.804 5.288 0.002 -0.009 -0.045 0.27
H -4.105 -2.054 -0.570 0.045 0.017 -0.021 0.25
C -0.912 -2.502 5.366 -0.032 0.022 0.011 -0.60
H -2.767 0.511 1.848 0.021 0.037 0.006 0.24
H 1.871 2.101 1.323 -0.142 -0.107 -0.014 0.23
H 1.593 -3.677 4.899 -0.064 0.002 -0.036 0.23
C -3.795 -1.146 -0.058 0.142 -0.004 0.166 -0.63
C 6.124 1.574 -1.921 0.014 0.037 0.021 -0.20
P 2.770 -0.033 -0.266 0.136 0.179 0.076 0.80
H 0.306 -4.504 4.044 0.040 0.042 -0.044 0.23
C 6.386 -0.816 -1.998 0.014 -0.100 0.018 -0.20
H 1.446 6.846 -1.251 0.011 0.030 0.020 0.27
H -0.666 -3.933 1.998 -0.023 0.033 -0.012 0.24
H 4.489 3.564 -1.494 0.011 -0.015 0.008 0.25
H -0.204 6.816 -1.885 -0.050 0.007 -0.005 0.25
C 3.323 -0.184 1.505 -0.165 0.121 0.031 -0.14
C -2.647 -1.412 0.893 -0.148 0.139 -0.096 -0.05
H 1.520 -1.214 -4.008 0.011 -0.048 0.018 0.22
C 0.917 -3.598 4.045 -0.004 0.034 0.017 -0.61
S -1.055 2.764 0.434 -0.285 0.051 0.456 -0.35
C -0.456 4.303 -0.009 0.109 -0.241 -0.293 0.00
C 2.065 -2.731 0.257 0.109 0.028 -0.157 -0.15
H 1.196 -5.283 -1.783 0.015 0.022 0.002 0.25
H -1.573 -3.358 5.212 0.030 0.032 0.010 0.22
H 1.393 -3.488 -3.457 -0.013 -0.008 0.050 0.23
C -2.247 -0.443 1.826 -0.173 0.193 -0.056 -0.30
Sn -0.422 0.294 -0.393 0.133 -0.401 -0.062 1.45
H -4.654 -0.762 0.495 -0.003 -0.011 -0.021 0.25
```
Positions in Å, forces in eV/Å.

2.
A molecular structure, C35H43N8O2PdSi2, computed with the ωB97M-V functional and the def2-TZVPD basis.

LUMO, eV: -3.88
Energy above the lowest of the compared OMol25 structures with the same formula, charge and spin, kcal/mol: 16.2
Energy, hartree: -2654.75108
E_HOMO, eV: -10.77
Net charge: +1
Gap between HOMO and LUMO, eV: 6.9

XYZ file:
```
91
Properties=species:S:1:pos:R:3:forces:R:3:lowdin_charge:R:1
H -1.131 5.055 2.292 -0.041 0.030 -0.116 0.02
H -1.325 2.486 5.229 -0.013 0.056 -0.086 0.04
C -1.028 -5.069 -5.597 0.030 0.459 -0.111 -0.29
C 3.154 2.636 -2.876 0.094 -0.018 -0.019 -0.06
H 1.469 0.445 2.677 0.022 0.012 0.034 0.01
Si -0.785 1.425 3.089 -0.106 0.061 -0.212 0.38
H -1.876 3.586 -1.488 0.093 -0.048 -0.046 0.04
H -2.117 1.641 0.980 -0.094 0.174 0.155 0.04
C 1.029 1.159 3.380 0.358 -0.038 0.101 -0.17
C -0.121 -4.024 -7.653 0.022 -0.002 -0.075 -0.01
N -0.724 -1.489 0.528 0.136 0.348 0.355 0.00
C -1.367 4.917 1.234 -0.199 0.244 0.154 -0.16
O -1.462 -4.882 -4.325 0.019 0.037 0.015 0.12
C 5.225 1.397 -1.498 -0.030 0.061 -0.086 -0.01
H -1.928 -8.492 -2.646 -0.017 0.044 0.035 0.12
C 0.283 -2.899 -8.349 0.000 0.007 -0.002 -0.05
H 1.847 1.645 -1.509 0.010 -0.028 0.010 0.07
H -2.657 -1.632 -0.394 0.061 -0.025 0.044 0.14
N -0.144 -0.046 -2.323 0.303 0.048 -0.195 0.04
H -1.229 -1.000 3.033 -0.044 -0.036 0.051 0.00
C -1.088 1.868 1.283 -0.019 -0.918 -0.250 -0.37
C -0.704 -3.880 -6.395 0.021 -0.219 0.000 -0.13
H -0.766 3.695 4.063 -0.076 -0.067 0.067 0.03
H 1.732 -1.097 -2.197 -0.039 0.052 -0.043 0.11
H -2.137 -4.267 -2.043 0.005 -0.028 0.028 0.12
H 4.299 -0.927 1.635 -0.021 -0.011 0.013 0.09
O 2.446 0.008 0.336 -0.400 -0.209 -0.057 -0.03
Si -0.469 3.467 0.513 -0.121 -0.092 0.074 0.39
H -2.422 3.069 3.965 0.097 -0.004 0.056 0.05
C 0.952 -0.689 -2.823 0.080 -0.149 0.106 -0.22
H -1.060 5.820 0.695 -0.055 -0.049 0.070 0.05
C -0.810 0.264 -3.421 -0.170 -0.077 0.090 -0.15
C -1.991 -6.357 -2.475 0.061 -0.097 -0.198 -0.13
C -1.383 2.799 4.181 -0.131 0.310 0.161 -0.17
N -0.755 -3.573 1.364 -0.181 0.392 -0.287 0.15
N -1.255 -7.028 -4.746 0.136 0.103 -0.545 0.14
C 0.135 -1.632 -7.789 -0.032 -0.041 -0.124 -0.02
H 1.160 0.751 4.389 0.042 0.054 -0.076 0.05
H 1.853 4.135 -0.007 -0.005 -0.001 0.099 0.04
C -0.609 -0.143 -5.897 -0.041 0.020 0.240 -0.06
H 1.598 2.091 3.316 -0.029 -0.095 0.027 0.03
H -3.173 -4.648 1.570 -0.033 -0.026 0.063 0.13
H -3.831 -3.769 0.195 -0.054 0.011 -0.017 0.13
H 1.514 4.247 1.730 0.057 -0.082 -0.055 0.05
Pd 0.079 0.583 0.240 0.017 0.230 0.021 0.70
C -0.464 -1.490 -6.550 0.077 -0.118 0.127 -0.21
H -2.741 -0.090 3.162 0.075 -0.012 0.049 0.04
C -1.859 -2.071 0.185 -0.147 0.122 -0.049 -0.13
H 5.364 -0.940 0.212 -0.018 0.011 0.009 0.10
C -2.627 -5.473 -0.329 0.135 0.057 -0.011 -0.20
H -0.228 4.137 -1.852 -0.095 -0.052 0.030 0.04
C 2.875 1.803 -1.808 -0.123 0.092 -0.018 -0.05
N -0.160 -0.175 -4.498 0.035 -0.130 -0.366 -0.12
H -0.064 0.624 -6.439 0.110 0.029 -0.039 0.13
N -0.895 -6.306 -5.899 -0.094 -0.455 0.338 0.14
H -1.658 0.147 -5.853 -0.049 0.106 -0.058 0.13
H -2.602 -8.859 -0.283 0.007 0.035 -0.014 0.11
H 4.699 3.494 -4.098 -0.008 -0.008 0.019 0.11
H -3.039 -6.925 1.192 0.025 0.004 -0.054 0.12
C 4.475 2.846 -3.259 -0.016 0.000 -0.002 -0.05
C -2.127 -7.656 -1.987 0.027 -0.043 0.024 0.00
H -1.761 0.776 -3.474 0.089 -0.003 0.002 0.14
C 4.720 -0.321 0.839 0.009 0.108 -0.140 0.00
N -1.893 -3.304 0.677 0.028 -0.451 0.036 -0.11
H 0.741 -3.006 -9.325 -0.019 0.006 0.061 0.11
C 5.511 2.228 -2.570 -0.060 0.017 -0.005 -0.05
H -0.581 2.405 -1.739 0.008 0.066 -0.015 -0.02
H 6.041 0.922 -0.973 0.001 -0.024 0.032 0.11
N 0.985 -0.796 -4.131 -0.298 0.257 0.152 0.15
C -2.240 -5.272 -1.648 -0.065 0.118 0.011 0.03
H -1.700 -0.290 4.579 -0.022 -0.017 -0.093 0.04
C -0.814 3.385 -1.311 -0.046 0.031 -0.406 -0.18
H 0.493 -0.758 -8.325 -0.016 -0.064 0.045 0.12
H 2.345 3.118 -3.413 0.040 -0.006 0.020 0.11
H 0.894 -2.311 1.689 -0.060 0.010 -0.025 0.12
H -2.452 4.815 1.136 0.103 0.038 0.002 0.05
C 3.596 0.273 0.025 0.378 0.072 0.150 -0.37
C -2.747 -6.764 0.159 -0.026 -0.091 0.016 -0.02
C -2.502 -7.853 -0.670 -0.005 -0.011 -0.009 -0.05
H 6.539 2.393 -2.865 -0.040 0.001 -0.005 0.11
C -0.897 -2.617 -5.864 -0.015 0.019 0.074 0.02
H 1.864 2.680 0.998 0.003 0.087 -0.053 0.01
H -1.348 -2.514 -4.884 0.033 0.001 -0.010 0.12
C 1.357 3.639 0.833 0.368 -0.062 0.044 -0.17
C -1.698 -0.132 3.495 -0.289 -0.288 0.179 -0.17
C -1.572 -6.153 -3.866 -0.122 0.099 0.410 -0.30
C -0.082 -2.453 1.250 0.090 -0.086 0.012 -0.20
C -2.957 -4.305 0.563 0.051 0.185 0.062 -0.07
H 0.028 -5.018 -8.059 -0.010 0.058 0.023 0.12
C 3.903 1.175 -1.111 0.290 -0.072 0.019 -0.16
H 5.343 0.467 1.269 -0.051 -0.035 -0.044 0.10
```
Positions in Å, forces in eV/Å.